Here is a molecular structure, C27H36ClCoN6O7SSi from OMol25. Energies are from ωB97M-V/def2-TZVPD.

```
80
Properties=species:S:1:pos:R:3:lowdin_spin:R:1
Co -0.42636 -0.43426 0.67153 0.99
C -3.99668 4.18968 0.57437 0.00
C -4.53365 2.94926 1.27320 0.00
N -3.50651 2.20297 1.98137 0.00
C -2.63403 1.37796 1.36638 -0.01
S -1.32875 0.75533 2.33927 -0.02
N -2.85194 1.10409 0.09727 -0.01
N -1.90735 0.26427 -0.39150 -0.02
C -1.89160 -0.02044 -1.64578 0.03
C -2.81999 0.54701 -2.66198 0.00
C -0.83573 -0.97883 -2.01698 0.00
C -0.72900 -1.56689 -3.26858 0.00
C 0.28908 -2.47857 -3.49032 0.00
C 1.17243 -2.78127 -2.46517 0.00
C 1.00316 -2.15712 -1.23984 0.00
N 0.02836 -1.28064 -1.03021 0.00
H -4.80521 4.71725 0.06346 0.00
H -3.23555 3.92558 -0.15849 0.00
H -3.54174 4.87541 1.29179 0.00
H -4.98851 2.27326 0.55031 0.00
H -5.29985 3.21359 2.00558 0.00
H -3.22564 2.51971 2.89340 0.00
H -3.36247 1.38092 -2.22707 0.00
H -3.53664 -0.20742 -2.99930 0.00
H -2.24807 0.88753 -3.52735 0.00
H -1.41389 -1.28947 -4.05495 0.00
H 0.39592 -2.94371 -4.46166 0.00
H 1.97982 -3.48631 -2.60386 0.00
H 1.64247 -2.35854 -0.39006 0.00
C -2.18116 -3.10867 3.58158 0.00
Si -1.36531 -3.22153 1.88994 0.00
C -0.86480 -5.01438 1.56305 0.00
C -2.69720 -2.83444 0.62690 0.00
N -0.05128 -2.13426 1.69857 0.01
C 1.05733 -2.12911 2.48988 0.00
C 1.36509 -3.05427 3.50732 0.00
C 2.51297 -2.95107 4.28077 0.00
C 3.41302 -1.91752 4.08636 0.00
C 3.15623 -0.98514 3.08171 0.00
C 2.02763 -1.11408 2.30590 0.00
O 1.70229 -0.22904 1.27616 0.02
C 2.62898 0.71660 0.86630 0.00
C 3.84326 0.31125 0.32921 0.00
C 4.74500 1.27562 -0.09585 0.00
C 4.42016 2.62464 -0.00566 0.00
C 3.18798 3.00829 0.50433 0.00
C 2.28569 2.05223 0.95396 0.00
H -3.04344 -3.77835 3.64783 0.00
H -2.52882 -2.08358 3.73353 0.00
H -1.50012 -3.35030 4.39948 0.00
H -1.72802 -5.67923 1.65957 0.00
H -0.08637 -5.37529 2.23708 0.00
H -0.48452 -5.10719 0.54162 0.00
H -3.50289 -3.56865 0.72337 0.00
H -2.31897 -2.89085 -0.39732 0.00
H -3.12587 -1.84191 0.77916 0.00
H 0.67427 -3.86429 3.70016 0.00
H 2.69453 -3.68905 5.05359 0.00
H 4.29928 -1.82299 4.69933 0.00
H 3.83839 -0.16272 2.91265 0.00
H 4.07867 -0.74431 0.27240 0.00
H 5.70121 0.97098 -0.50399 0.00
H 5.12145 3.37406 -0.35014 0.00
H 2.89913 4.04951 0.53958 0.00
H 1.31462 2.33513 1.33843 0.00
N 2.47278 2.14321 -3.14889 0.00
C 1.35325 1.25502 -3.44484 0.00
C 0.88924 1.43355 -4.88573 0.00
O 1.67639 2.22869 -5.60453 0.00
O -0.08060 0.88347 -5.34905 0.00
H 3.15596 1.68508 -2.56243 0.00
H 2.12039 2.94020 -2.62617 0.00
H 2.36909 2.51658 -4.95665 0.00
H 0.49377 1.42591 -2.79245 0.00
H 1.64869 0.20846 -3.34302 0.00
O 0.06761 4.61544 0.14616 0.00
Cl -0.20424 4.00852 -1.13311 0.00
O 0.87829 4.31085 -2.05516 0.00
O -1.43927 4.51056 -1.66765 0.00
O -0.28188 2.56800 -0.97811 0.00
```

As for the LUMO energy (spin up / spin down): 1.864 / 1.788 eV. The expectation value of S² is 0.84. The multiplicity is 2. Its gap between HOMO and LUMO (spin up / spin down) is 6.461 / 6.365 eV. The total charge is -1. The relative energy (zero: lowest compared OMol25 entry of this formula, charge and spin) is 11.5 kcal per mole.

=====

Here is C27H36ClN5O2 in the gas phase from OMol25. Energies are from ωB97M-V/def2-TZVPD.

```
71
Properties=species:S:1:pos:R:3:lowdin_charge:R:1
C 2.71991 5.39657 0.81985 -0.10
C 2.82352 3.92071 0.45164 -0.21
C 1.45575 3.24565 0.31937 -0.33
C 0.68612 3.68485 -0.93649 -0.15
C -0.70940 3.06499 -0.92231 -0.19
C -0.60711 1.54904 -0.78482 -0.18
C 0.24545 1.19513 0.44036 -0.19
N 1.56438 1.79324 0.40746 -0.13
C 2.48368 1.14151 -0.51573 -0.19
C 3.71207 0.61162 0.23548 -0.15
C 4.57388 -0.31050 -0.63122 -0.17
N 3.92030 -1.56924 -0.90184 0.07
C 4.15882 -2.66962 -0.17030 -0.48
O 5.02834 -2.76963 0.66820 0.06
C 3.22344 -3.83794 -0.53201 -0.03
N 1.85131 -3.59572 -0.12074 -0.05
N 1.52924 -4.16114 1.05182 0.10
C 0.33769 -4.06512 1.52473 -0.07
C -0.69342 -3.39845 0.81014 -0.10
C -2.04496 -3.18513 0.99687 -0.22
C -2.92406 -3.58569 2.12590 -0.01
N -2.50663 -2.51509 -0.10423 -0.01
C -3.85998 -2.07346 -0.29088 -0.11
C -4.10586 -0.67134 0.21913 -0.21
C -3.22421 -0.03640 1.08337 -0.04
C -3.47584 1.24543 1.54228 -0.08
C -4.61518 1.91676 1.13728 -0.07
C -5.50948 1.30146 0.27854 -0.10
C -5.25237 0.01718 -0.16909 -0.60
Cl -6.39324 -0.74205 -1.23198 0.72
C -1.49608 -2.26914 -0.98670 -0.19
C -1.69311 -1.59790 -2.29408 0.00
C -0.34435 -2.80998 -0.44947 -0.03
C 1.01156 -2.85846 -0.92992 -0.36
O 1.43590 -2.31331 -1.94931 0.03
H 3.71290 5.81356 0.97085 0.07
H 2.23120 5.96729 0.03411 0.06
H 2.15290 5.52234 1.73961 0.07
H 3.38539 3.82397 -0.47868 0.11
H 3.37298 3.40040 1.23711 0.11
H 0.86045 3.54207 1.19494 0.15
H 1.22374 3.35796 -1.82937 0.12
H 0.60827 4.77182 -0.96889 0.11
H -1.25024 3.32582 -1.83532 0.11
H -1.27331 3.46503 -0.07482 0.11
H -0.14101 1.13066 -1.67902 0.11
H -1.60227 1.11415 -0.67876 0.08
H 0.35652 0.11114 0.52572 0.11
H -0.25774 1.55483 1.34456 0.11
H 2.81293 1.81842 -1.31102 0.12
H 1.97973 0.29907 -0.99761 0.11
H 3.37578 0.06019 1.11460 0.12
H 4.32380 1.44544 0.57774 0.10
H 4.81105 0.17546 -1.58210 0.12
H 5.50208 -0.54503 -0.10455 0.12
H 3.12718 -1.58486 -1.53711 0.10
H 3.56658 -4.72918 -0.00635 0.13
H 3.23922 -3.99213 -1.61434 0.13
H 0.17200 -4.54212 2.47834 0.11
H -3.65645 -4.33099 1.81006 0.09
H -2.31782 -4.02061 2.91525 0.08
H -3.46224 -2.72881 2.53221 0.08
H -4.10106 -2.11143 -1.35722 0.11
H -4.53716 -2.76290 0.22411 0.14
H -2.32575 -0.54539 1.39832 0.12
H -2.77681 1.71735 2.21496 0.11
H -4.81340 2.91765 1.48768 0.11
H -6.40344 1.81121 -0.04440 0.11
H -2.30109 -2.21396 -2.95922 0.09
H -0.71902 -1.45576 -2.75377 0.08
H -2.18198 -0.63148 -2.17891 0.08
```

As for the LUMO energy: 0.430 eV. Its structure (SMILES) is CC[C@H]1CCCCN1CCCNC(=O)Cn1ncc2c(C)n(Cc3ccccc3Cl)c(C)c2c1=O. Its gap between HOMO and LUMO is 8.385 eV. The total charge is 0. The relative energy (zero: lowest compared OMol25 entry of this formula, charge and spin) is 7.9 kcal per mole.